# 1
Density functional theory data (wB97M-V/def2-TZVPD) for 2 unconnected molecules or ions with the total composition C36H37BF6N2O2S in a non-equilibrium geometry.

ORCA input file:
```
! RIJCOSX wB97M-V def2-TZVPD def2/J DEFGRID3
* xyz 0 1
C -5.75948 6.60143 -1.17779
C -4.95648 5.36058 -1.32473
C -4.51685 4.77014 -2.49334
C -3.62976 3.65658 -2.28169
C -3.37707 3.43358 -0.95141
B -2.30173 2.46227 -0.26422
C -0.83075 3.21558 -0.37958
C -0.36079 3.99976 0.66273
C 0.93429 4.51470 0.60800
C 1.45739 5.33649 1.75623
F 2.08353 6.47498 1.32169
F 0.46481 5.72450 2.61116
F 2.37557 4.63748 2.50104
C 1.77561 4.24509 -0.46664
C 1.26737 3.48071 -1.50582
C 2.10836 3.11994 -2.69908
F 2.23483 1.75485 -2.81761
F 1.52512 3.56263 -3.86085
F 3.36582 3.63693 -2.65534
C -0.03554 2.97994 -1.48037
O -2.65944 2.36196 1.12211
C -2.81865 1.12528 1.78007
C -3.27849 -0.04135 0.85488
C -2.97021 -1.35215 1.54485
C -4.78389 0.01412 0.64597
C -2.59093 -0.02243 -0.54483
O -2.29628 1.26550 -1.04752
S -4.33242 4.49431 0.05097
H -6.10822 6.96027 -2.15253
H -6.63031 6.42485 -0.53458
H -5.13895 7.39011 -0.73040
H -4.79034 5.15683 -3.47538
H -3.17413 3.08465 -3.08458
H -0.98273 4.20362 1.53256
H 2.78604 4.64548 -0.50992
H -0.40035 2.38393 -2.31803
H -1.85517 0.88162 2.27463
H -3.58581 1.29321 2.55706
H -3.31223 -2.18146 0.91016
H -1.88826 -1.45431 1.73464
H -3.49835 -1.43285 2.50951
H -5.07876 -0.81977 -0.00395
H -5.28962 -0.11066 1.61157
H -5.07059 0.96815 0.18528
H -1.64031 -0.59574 -0.53807
H -3.26590 -0.49639 -1.28123
C 6.73376 -0.26480 2.59045
N 6.24590 -1.15363 1.53765
C 7.31238 -1.53604 0.62585
C 4.92551 -1.31621 1.20551
C 4.57392 -2.10357 0.06294
C 3.25484 -2.20478 -0.36132
C 2.17019 -1.74392 0.44588
C 0.84116 -2.27781 0.31703
C 0.55983 -3.56292 -0.19255
C -0.74328 -4.25452 -0.22342
C -1.82908 -4.17076 0.62318
C -2.85449 -5.12805 0.54920
C -2.71591 -6.26624 -0.25958
C -1.54709 -6.45404 -1.02058
C -0.58607 -5.45089 -0.97235
N 0.77393 -5.57977 -1.25573
C 1.41172 -6.72460 -1.87564
C 1.44986 -4.50661 -0.76805
C 2.52617 -0.82425 1.49067
C 3.84790 -0.71351 1.92974
H 5.93217 0.14270 3.21126
H 7.44394 -0.82561 3.22722
H 7.30228 0.57067 2.14412
H 7.20663 -2.56366 0.26460
H 7.37532 -0.85268 -0.23937
H 8.24537 -1.45709 1.19407
H 5.35265 -2.65606 -0.47068
H 3.01937 -2.72314 -1.28901
H 0.00642 -1.72869 0.75293
H -1.81107 -3.41665 1.40479
H -3.75725 -5.00429 1.14996
H -3.51122 -7.01510 -0.28828
H -1.39072 -7.33374 -1.63557
H 0.64601 -7.45257 -2.15486
H 1.95625 -6.40863 -2.77431
H 2.14900 -7.18158 -1.19673
H 2.52864 -4.51699 -0.81121
H 1.72286 -0.28795 2.01350
H 4.06226 -0.16700 2.85307
*
```

The value obtained for the HOMO-LUMO gap is 3.39 eV. The HOMO energy comes out at -6.151 eV. The value obtained for the energy above the lowest of the compared OMol25 structures with the same formula, charge and spin is 13.3 kcal/mol.


# 2
Density functional theory data (wB97M-V/def2-TZVPD) for a molecular structure, C36H37BiIN2O5PSi in a non-equilibrium geometry.

ORCA input file:
```
! RIJCOSX wB97M-V def2-TZVPD def2/J DEFGRID3
* xyz 0 1
Bi -1.46760 0.50630 0.23830
I 1.49570 1.26570 2.34110
C 2.84740 0.06860 3.47290
C 2.53100 -0.25910 4.76410
C 3.49190 -0.82200 5.61480
C 4.78470 -0.94250 5.19310
C 5.14590 -0.59820 3.87480
C 6.49510 -0.61710 3.46410
C 6.83790 -0.24960 2.19330
C 5.83940 -0.00450 1.24690
C 4.50720 -0.01890 1.59200
P 3.25830 -0.14220 0.23860
C 3.58000 1.41550 -0.64620
C 3.32310 1.49360 -2.01140
C 3.61660 2.64970 -2.71040
C 4.12010 3.75320 -2.04210
C 4.28190 3.71130 -0.66880
C 4.01860 2.54810 0.02710
C 4.24170 -1.35340 -0.76660
C 4.98550 -1.11230 -1.91570
C 5.57080 -2.16290 -2.60200
C 5.42900 -3.46120 -2.14770
C 4.70020 -3.71260 -0.99540
C 4.11140 -2.66470 -0.31640
C 4.13970 -0.18750 2.95220
H 1.54010 -0.05530 5.13760
H 3.21530 -1.10580 6.61860
H 5.55810 -1.28340 5.86710
H 7.25020 -0.91090 4.17980
H 7.87400 -0.20510 1.89440
H 6.12010 0.18000 0.21910
H 2.89850 0.64420 -2.52980
H 3.46030 2.68630 -3.78010
H 4.36790 4.65180 -2.58740
H 4.63100 4.58470 -0.13930
H 4.14240 2.51830 1.09940
H 5.10240 -0.10460 -2.28740
H 6.14920 -1.96250 -3.49340
H 5.87610 -4.28140 -2.68880
H 4.59390 -4.72590 -0.63610
H 3.52980 -2.85890 0.57760
C -0.74420 1.38500 -4.13380
C -0.78800 1.41490 -2.64410
N -1.50070 0.53640 -1.99100
O -2.13940 -0.44280 -2.72640
C -0.08640 2.36700 -1.86350
C 0.45030 3.64340 -2.43360
N 0.01240 2.07940 -0.58060
O 0.56880 2.86120 0.25840
H -0.12780 0.54560 -4.45380
H -0.33720 2.30060 -4.54460
H -1.74520 1.21220 -4.52300
H -2.85300 -0.75540 -2.12600
H 1.16720 3.46910 -3.23120
H 0.94720 4.18420 -1.63190
H -0.36670 4.25040 -2.82370
C 0.67990 -1.86310 -1.59520
Si -0.39860 -1.86190 -0.02460
C 0.54640 -2.31810 1.56690
C -1.79010 -3.14960 -0.23680
H 1.17130 -2.81720 -1.75230
H 1.45340 -1.10170 -1.53870
H 0.06930 -1.66590 -2.47100
H 0.67370 -3.39390 1.62560
H 0.02170 -1.99950 2.46380
H 1.53670 -1.87310 1.58850
H -1.39880 -4.15910 -0.15470
H -2.28760 -3.06670 -1.19880
H -2.54960 -3.02680 0.53080
O -6.28350 -1.02170 2.43210
C -6.64910 -0.58160 1.22040
C -7.99260 -0.28830 0.97280
C -8.39100 0.18340 -0.25940
C -7.46880 0.36270 -1.28230
C -6.14220 0.07200 -1.05490
C -5.71430 -0.38930 0.18860
C -4.26890 -0.55520 0.44900
O -3.49280 -0.47350 -0.56770
O -3.82060 -0.69820 1.59740
H -5.29530 -1.04420 2.44450
H -8.70330 -0.40740 1.77430
H -9.42850 0.43440 -0.42430
H -7.79010 0.74130 -2.24050
H -5.40190 0.22610 -1.82600
*
```

The value obtained for the HOMO-LUMO gap is 7.56 eV. The HOMO energy comes out at -7.760 eV. The value obtained for the energy above the lowest of the compared OMol25 structures with the same formula, charge and spin is 10.5 kcal/mol.


# 3
Density functional theory data (wB97M-V/def2-TZVPD) for a molecular structure, C36H37BrF3GeIN3O7SeTi in a non-equilibrium geometry.

ORCA input file:
```
! RIJCOSX wB97M-V def2-TZVPD def2/J DEFGRID3
* xyz -2 2
Ti 0.05561 0.16526 -1.43677
C 3.19491 1.11036 -4.25937
C 3.44081 0.02446 -3.25177
N 4.71681 -0.24484 -2.98607
C 4.98811 -1.19934 -2.10287
C 4.04361 -2.03164 -1.54327
C 4.47091 -3.11764 -0.59637
O 4.50711 -4.41404 -1.18717
C 2.67131 -1.82104 -1.86457
C 1.64531 -2.71894 -1.48657
N 0.39121 -2.48404 -1.80517
C -0.67029 -3.23104 -1.45087
C -0.76959 -4.13914 -0.37497
C -1.96299 -4.75574 -0.07407
C -3.10189 -4.52684 -0.83637
C -3.03599 -3.65204 -1.91817
C -1.84779 -3.02884 -2.19917
I -1.66059 -1.65344 -3.79297
C 2.36051 -0.65054 -2.64787
O 1.11951 -0.26334 -2.85687
H 4.06031 1.18876 -4.91567
H 3.05511 2.07256 -3.76627
H 2.29831 0.88386 -4.83747
H 6.03851 -1.30004 -1.84987
H 3.81791 -3.12554 0.29033
H 5.49391 -2.93594 -0.25647
H 3.71941 -4.50464 -1.73527
H 1.91881 -3.64784 -0.96637
H 0.09151 -4.31704 0.25413
H -2.01119 -5.41984 0.78153
H -4.03429 -5.02204 -0.59927
H -3.91559 -3.45524 -2.51467
O 2.09111 3.56636 -1.99917
C 1.27721 2.65726 -2.05437
O 1.16071 1.70026 -1.23487
H 0.54851 2.65156 -2.91927
F 0.68121 -4.78864 6.64553
C -0.04649 -4.99904 5.51183
F 0.17571 -6.29054 5.19333
F -1.33149 -4.94424 5.92313
C 0.27921 -4.04274 4.42283
C 1.18601 -4.39354 3.42383
C 1.46571 -3.51194 2.40623
C 0.83191 -2.26074 2.34493
C -0.04319 -1.90454 3.38683
C -0.31729 -2.77974 4.40913
C 0.96811 -1.39204 1.25013
C 0.95001 -0.65064 0.27523
H 1.65701 -5.36594 3.44043
H 2.16761 -3.78874 1.63123
H -0.50989 -0.93044 3.35163
H -1.00259 -2.50524 5.19773
Br -6.56329 -0.64394 -2.58587
C -5.49239 0.82756 -2.00897
C -6.12279 1.96826 -1.54957
N -5.43329 3.03336 -1.13357
C -4.10939 2.96146 -1.15427
C -3.39439 1.85816 -1.59847
C -4.11709 0.74036 -2.04717
C -1.89159 1.78986 -1.50617
O -1.35899 2.21706 -0.47197
O -1.26939 1.29446 -2.48867
H -7.20219 2.03576 -1.50527
H -3.58849 3.84286 -0.80187
H -3.59809 -0.14564 -2.37467
C -0.32749 5.42916 -1.22737
Ge 0.15951 5.13616 0.66843
C -1.49939 4.87546 1.73673
C 1.07781 6.81066 1.30193
C 1.52871 3.75306 1.03573
Se 0.84261 1.99656 1.53983
C 0.96071 2.41536 3.49903
H -0.87789 6.36146 -1.34477
H -0.93989 4.60526 -1.57867
H 0.56771 5.46926 -1.84017
H -2.25009 5.62296 1.48713
H -1.30609 4.93126 2.80533
H -1.89549 3.89146 1.50383
H 0.45761 7.69816 1.22693
H 1.97161 6.97736 0.70823
H 1.38511 6.70566 2.33843
H 2.17981 4.07186 1.84963
H 2.13821 3.60426 0.14833
H 0.26841 3.21656 3.74863
H 1.97641 2.71886 3.74743
H 0.71051 1.52116 4.06313
C -2.06989 -0.68164 0.43263
O -1.39669 -0.58134 -0.75817
H -1.76269 0.11056 1.14083
H -1.87599 -1.66384 0.90113
H -3.16049 -0.58704 0.27283
*
```

The value obtained for the HOMO-LUMO gap (alpha / beta) is 3.88 / 6.18 eV. The expectation value of S² is 0.775. The HOMO energy (alpha / beta) comes out at -0.207 / -2.510 eV. The value obtained for the energy above the lowest of the compared OMol25 structures with the same formula, charge and spin is 102.2 kcal/mol.


- What is the formula in the third record?
  C36H37BrF3GeIN3O7SeTi